The molecule C21H31N3O5. Source: the OMol25 dataset; level of theory: ωB97M-V/def2-TZVPD.

**LUMO energy**: 0.62 eV
**SMILES**: NCCCC[C@H](N[C@@H](CCc1ccccc1)C(=O)O)C(=O)N1CCC[C@@H]1C(=O)O
**Electronic energy**: -36990.235 eV

CARTESIAN COORDINATES (ANGSTROEM)
N  -3.563  2.511  0.843
C  -4.272  1.591  -0.036
C  -3.461  1.337  -1.308
C  -2.034  0.872  -1.025
C  -1.969  -0.516  -0.398
C  -0.515  -0.963  -0.181
N  0.105  -1.254  -1.462
C  1.567  -1.299  -1.478
C  2.163  0.113  -1.464
C  1.743  0.899  -2.709
C  2.165  2.335  -2.593
C  1.362  3.251  -1.925
C  1.761  4.567  -1.782
C  2.973  4.986  -2.305
C  3.782  4.081  -2.970
C  3.380  2.764  -3.111
C  2.086  -2.112  -0.296
O  2.113  -1.708  0.842
O  2.436  -3.344  -0.638
C  -0.512  -2.212  0.697
O  -0.563  -3.328  0.158
N  -0.450  -2.081  2.018
C  -0.380  -0.853  2.785
C  -1.048  -1.235  4.102
C  -0.585  -2.674  4.317
C  -0.407  -3.245  2.909
C  0.932  -4.015  2.777
O  1.719  -4.102  3.675
O  1.124  -4.599  1.605
H  -4.107  2.687  1.681
H  -3.429  3.401  0.372
H  -4.413  0.656  0.513
H  -5.273  1.955  -0.327
H  -3.416  2.265  -1.882
H  -3.983  0.594  -1.914
H  -1.565  1.590  -0.351
H  -1.474  0.852  -1.961
H  -2.486  -0.512  0.563
H  -2.462  -1.243  -1.046
H  0.051  -0.168  0.304
H  -0.263  -2.146  -1.786
H  1.862  -1.810  -2.399
H  3.251  0.038  -1.420
H  1.836  0.641  -0.568
H  2.195  0.443  -3.592
H  0.659  0.831  -2.805
H  0.414  2.927  -1.520
H  1.126  5.270  -1.263
H  3.286  6.014  -2.195
H  4.728  4.402  -3.381
H  4.015  2.062  -3.632
H  2.622  -3.892  0.149
H  0.671  -0.585  2.935
H  -0.897  -0.039  2.280
H  -2.133  -1.195  3.990
H  -0.757  -0.577  4.917
H  0.384  -2.697  4.819
H  -1.291  -3.257  4.904
H  -1.211  -3.935  2.619
H  0.407  -4.338  0.949

---

A structure of composition CH2NO3P at a distorted geometry. Source: the OMol25 dataset; level of theory: ωB97M-V/def2-TZVPD.

**LUMO energy**: 6.81 eV
**Total charge**: -2
**Electronic energy**: -17990.973 eV

CARTESIAN COORDINATES (ANGSTROEM)
C  0.672  0.712  -1.308
N  0.574  1.249  -2.346
O  2.710  -0.340  2.461
O  0.695  0.166  -0.230
O  1.672  -2.460  1.712
P  2.479  -1.257  1.286
H  -4.702  1.041  -1.021
H  -4.099  0.888  -0.554

---

A structure of composition C21H26AsBIMnN4O8S2. Source: the OMol25 dataset; level of theory: ωB97M-V/def2-TZVPD.

**LUMO energy (alpha / beta)**: 1.92 / 1.92 eV
**Total charge**: -1
**Electronic energy**: -167153.132 eV
**Spin multiplicity**: 6

CARTESIAN COORDINATES (ANGSTROEM)
Mn  0.487  0.174  -0.418
C  0.550  3.705  -0.280
C  -0.406  3.165  0.791
N  0.015  1.867  1.310
C  1.049  1.893  2.342
C  2.475  2.188  1.872
S  3.125  1.271  0.432
C  3.383  2.619  -0.759
C  2.264  2.751  -1.792
N  0.946  2.657  -1.195
H  1.445  4.106  0.195
H  0.064  4.556  -0.779
H  -1.390  3.031  0.342
H  -0.504  3.914  1.591
H  -0.788  1.389  1.702
H  1.028  0.922  2.824
H  0.814  2.650  3.109
H  3.133  1.955  2.711
H  2.612  3.248  1.660
H  4.317  2.404  -1.278
H  3.542  3.541  -0.198
H  2.328  1.923  -2.498
H  2.421  3.691  -2.347
H  0.259  2.472  -1.911
O  -0.620  0.247  -4.689
As  0.040  -1.019  -3.461
O  1.036  -1.955  -4.335
O  0.675  0.196  -2.462
C  -1.798  -1.656  -3.214
C  -2.665  -1.645  -4.306
C  -3.961  -2.116  -4.166
C  -4.405  -2.605  -2.942
C  -3.540  -2.636  -1.862
C  -2.241  -2.170  -2.009
S  -1.089  -2.210  -0.603
O  -1.365  -3.505  0.047
O  0.197  -2.173  -1.424
O  1.039  -0.875  1.197
H  0.153  0.577  -5.161
H  -2.318  -1.259  -5.254
H  -4.630  -2.105  -5.019
H  -5.418  -2.977  -2.839
H  -3.838  -3.048  -0.905
O  2.539  -2.408  2.371
B  1.393  -1.554  2.231
O  0.732  -1.516  3.519
C  1.459  -2.307  4.346
C  1.240  -2.591  5.674
C  2.154  -3.439  6.310
C  3.235  -3.969  5.622
C  3.448  -3.677  4.272
C  2.547  -2.842  3.653
H  0.389  -2.175  6.197
H  2.010  -3.686  7.354
H  3.925  -4.626  6.137
H  4.285  -4.088  3.723
I  -5.983  1.016  -1.153
C  -3.944  1.092  -1.454
C  -3.288  1.353  -2.634
N  -1.977  1.259  -2.371
N  -1.742  0.909  -1.100
C  -2.931  0.825  -0.523
H  -3.654  1.553  -3.626
H  -1.235  1.187  -3.076
H  -3.024  0.523  0.508